10 unconnected molecules or ions with the total composition C19H62N10O10. Source: the Open Molecules 2025 dataset; level of theory: ωB97M-V/def2-TZVPD.

The calculation puts the energy at -56083.6135 eV. The value obtained for the strongest force on any atom is 6.01 eV Å⁻¹. Its net charge is -1. As for the multiplicity: 2. As for the lowest unoccupied orbital energy (spin up / spin down): 2.249 / 2.228 eV.

XYZ file:
```
101
C19H62N10O10, DFT ωB97M-V/def2-TZVPD
C 1.5520 -1.3575 -0.7759
C 1.3409 -1.6265 0.7168
C 1.2203 -0.2997 1.6031
O 1.0965 -0.5210 3.0091
C 0.8585 0.6905 3.7687
N 0.3895 -2.6266 1.0402
H 0.6004 -1.0054 -1.1741
H 1.8492 -2.2920 -1.2517
H 2.3282 -0.5997 -0.8827
H 2.2548 -2.0488 1.1348
H 0.3721 0.2906 1.2564
H 2.1855 0.1414 1.3540
H 0.0095 1.2434 3.3666
H 1.7651 1.2906 3.8466
H 0.5093 0.4150 4.7638
H 0.3283 -2.7786 2.0368
H -0.5424 -2.3968 0.7259
C -1.0409 -2.7940 -3.6410
C -1.1672 -3.1945 -5.1278
C -2.4405 -2.6758 -5.8295
O -3.5086 -3.4669 -5.3816
C -4.6713 -2.9666 -5.9335
N 0.0294 -2.7056 -5.7362
H -2.0789 -2.7349 -3.3137
H -0.6915 -1.7811 -3.4412
H -0.5115 -3.5026 -3.0040
H -1.1612 -4.2836 -5.0844
H -2.2545 -2.8423 -6.8905
H -2.5973 -1.5972 -5.8168
H -5.0032 -2.0595 -5.4284
H -5.4717 -3.6491 -5.6477
H -4.6146 -2.7162 -6.9928
H 0.7021 -3.4563 -5.6725
H -0.0848 -2.5099 -6.7205
C 0.8341 2.1529 -1.4898
C 1.4422 3.2321 -2.4065
C 0.8183 4.5876 -2.1181
O 0.8682 5.0649 -0.7696
C 1.3321 6.4549 -0.6009
N 2.8751 3.1745 -2.3876
H -0.2375 2.3174 -1.3778
H 1.2246 2.2490 -0.4767
H 1.0340 1.1499 -1.8668
H 1.0744 2.9284 -3.3866
H -0.2395 4.6176 -2.3794
H 1.3128 5.2739 -2.8055
H 1.2197 6.6241 0.4700
H 0.7313 7.1594 -1.1761
H 2.3634 6.4977 -0.9510
H 3.1609 3.7310 -3.1806
H 3.1000 3.7009 -1.5555
C -4.2075 -3.8339 3.5386
C -3.2173 -2.7812 3.0044
C -3.1598 -2.6073 1.4861
O -2.3842 -1.4261 1.1095
C -2.3399 -1.0514 -0.2567
N -3.6245 -1.5916 3.7201
H -3.9954 -4.7103 2.9262
H -5.2251 -3.4777 3.3782
H -3.9652 -3.9517 4.5947
H -2.2546 -2.9948 3.4688
H -4.1338 -2.5928 0.9971
H -2.6288 -3.4886 1.1262
H -3.2830 -1.0432 -0.8032
H -1.8349 -1.7780 -0.8933
H -1.7466 -0.1446 -0.3736
H -3.0673 -0.8032 3.4234
H -4.4583 -1.3115 3.2237
O -0.5071 -5.4977 0.3445
H 0.2883 -5.1775 0.7700
H -0.7369 -6.2897 0.8304
O 0.4629 -2.3984 4.7636
H -0.3767 -2.0702 4.4418
H 1.1163 -1.9657 4.2139
O 2.1805 -4.6269 -0.0604
H 1.3952 -4.0806 -0.0946
H 2.4272 -4.6347 0.8645
C 4.7779 1.2537 0.6032
O 4.3918 2.2464 1.2568
N 5.3262 0.1724 1.1322
N 4.6460 1.2254 -0.7362
H 5.5344 0.1026 2.1181
H 5.6294 -0.5277 0.4704
H 5.1837 0.5093 -1.2032
H 4.1546 2.0210 -1.1178
C 1.7865 4.1069 3.2450
O 0.7573 4.6101 3.6561
N 1.9282 3.6334 2.0506
N 2.8434 3.8665 4.0433
H 2.8805 3.4153 1.7944
H 1.0993 3.7266 1.4811
H 2.8083 3.9751 5.0469
H 3.4886 3.2099 3.6278
C -1.8182 3.5679 1.6598
O -2.5417 3.0615 0.7773
N -1.0927 4.6003 1.4450
N -1.8379 3.1479 2.9141
H -0.7961 4.8817 0.5215
H -0.6561 4.9221 2.2970
H -1.3157 3.7556 3.5290
H -2.3670 2.3460 3.2259
```

Atom charges from the Löwdin analysis, given in e for atoms 1 to 99: C -0.049; C -0.421; C -0.151; O -0.252; C -0.066; N 0.056; H 0.052; H 0.068; H 0.057; H 0.115; H 0.114; H 0.106; H 0.065; H 0.074; H 0.084; H 0.079; H 0.048; C -0.066; C -0.430; C -0.217; O -0.158; C -0.147; N 0.022; H 0.060; H 0.070; H 0.077; H 0.135; H 0.113; H 0.132; H 0.085; H 0.091; H 0.089; H 0.078; H 0.060; C -0.045; C -0.451; C -0.205; O -0.248; C -0.056; N 0.049; H 0.078; H 0.063; H 0.060; H 0.135; H 0.126; H 0.112; H 0.085; H 0.081; H 0.080; H 0.072; H 0.071; C -0.058; C -0.449; C -0.150; O -0.219; C -0.106; N 0.024; H 0.073; H 0.075; H 0.081; H 0.123; H 0.127; H 0.112; H 0.088; H 0.059; H 0.089; H 0.058; H 0.068; O -0.072; H -0.018; H 0.027; O -0.071; H 0.005; H 0.001; O -0.103; H -0.035; H 0.030; C -0.839; O -0.103; N 0.107; N 0.135; H 0.054; H -0.018; H 0.018; H 0.048; C -0.758; O -0.016; N 0.208; N 0.164; H 0.068; H 0.086; H 0.108; H 0.082; C -0.767; O -0.033; N 0.178; N 0.169; H 0.098; H 0.074